{"formula": "C8H9N4O", "method": "ωB97M-V/def2-TZVPD", "mol_weight_g_mol": 177.19, "e_above_lowest_kj_mol": 574.1, "energy_ha": -604.0755, "lumo_ha": -0.162, "charge": 1, "elements": ["C", "C", "C", "C", "C", "C", "C", "C", "N", "N", "N", "N", "O", "H", "H", "H", "H", "H", "H", "H", "H", "H"], "positions_angstrom": [[-3.862, 1.193, 0.126], [0.888, -2.034, -0.063], [0.036, -1.863, 0.963], [0.118, 0.016, -0.268], [-2.069, 2.223, -1.177], [-1.337, 1.455, 1.527], [-2.901, 2.194, -0.121], [1.535, -0.886, -2.160], [-4.567, 0.396, 0.522], [0.923, -0.903, -0.814], [-0.310, -0.532, 0.829], [-1.274, 0.179, 1.499], [-1.243, 2.116, -1.963], [1.529, -2.851, -0.420], [-0.154, -2.650, 1.656], [-0.524, 2.028, 1.079], [-2.182, 1.850, 2.006], [-3.236, 3.196, 0.134], [1.519, -1.915, -2.501], [0.895, -0.280, -2.722], [2.542, -0.388, -2.051], [-1.992, -0.444, 1.837]]}



{"formula": "C8H9N4O3", "method": "ωB97M-V/def2-TZVPD", "mol_weight_g_mol": 209.19, "e_above_lowest_kj_mol": 337.0, "energy_ha": -754.6001, "lumo_ha": [-0.175, -0.175], "charge": 1, "elements": ["C", "C", "C", "C", "C", "C", "C", "C", "N", "N", "N", "N", "O", "O", "O", "H", "H", "H", "H", "H", "H", "H", "H", "H"], "positions_angstrom": [[-3.418, -1.994, 1.744], [-2.118, -2.087, 2.231], [-3.682, -1.320, 0.556], [-1.073, -1.518, 1.530], [-2.654, -0.738, -0.153], [-1.343, -0.841, 0.333], [1.453, 0.908, -1.905], [4.882, 2.849, 0.824], [1.380, 1.988, -2.599], [-0.402, 0.417, -1.372], [-0.297, -0.251, -0.363], [2.304, 0.273, -1.111], [5.589, 3.547, 1.373], [0.398, 2.635, -2.965], [4.159, 2.143, 0.271], [-4.226, -2.448, 2.296], [-1.926, -2.602, 3.160], [-4.694, -1.249, 0.190], [-0.062, -1.586, 1.906], [-2.830, -0.205, -1.075], [2.305, 2.301, -2.978], [0.665, -0.401, 0.052], [2.951, 0.811, -0.536], [2.643, -0.634, -1.408]]}



{"formula": "C8H9N5", "method": "ωB97M-V/def2-TZVPD", "mol_weight_g_mol": 175.19, "e_above_lowest_kj_mol": 706.8, "energy_ha": -583.8066, "lumo_ha": 0.008, "elements": ["C", "C", "C", "C", "C", "C", "C", "C", "H", "H", "H", "H", "H", "H", "H", "H", "H", "N", "N", "N", "N", "N"], "positions_angstrom": [[0.298, -2.919, 0.990], [-0.150, -1.623, 0.460], [-1.347, -0.312, -0.937], [-1.781, 1.295, -2.133], [0.547, 0.697, 0.078], [2.120, 1.154, 1.940], [1.750, -0.406, 1.707], [0.666, -0.528, 0.736], [-0.403, -2.963, 2.019], [-0.052, -3.950, 0.425], [1.465, -2.812, 1.113], [-2.230, 1.816, -2.963], [1.928, 2.291, -0.204], [3.420, 1.650, 1.726], [1.647, 1.722, 3.191], [2.632, -1.057, 1.370], [1.567, -0.933, 2.919], [-1.365, -1.461, -0.216], [-2.070, 0.076, -1.911], [-0.748, 1.761, -1.579], [-0.456, 0.828, -0.740], [1.412, 1.665, 0.641]]}



{"formula": "C8H9NO2S3", "method": "ωB97M-V/def2-TZVPD", "mol_weight_g_mol": 247.37, "e_above_lowest_kj_mol": 53.1, "energy_ha": -1709.9276, "lumo_ha": 0.006, "elements": ["C", "C", "C", "S", "N", "O", "O", "S", "C", "C", "C", "C", "S", "C", "H", "H", "H", "H", "H", "H", "H", "H", "H"], "positions_angstrom": [[-0.552, 2.195, -0.010], [-0.336, 0.749, 0.310], [-1.333, -0.293, 0.191], [-3.092, -0.053, 0.201], [-3.182, -0.054, -1.476], [-3.598, -1.255, 0.742], [-3.574, 1.262, 0.699], [-0.658, -1.878, 0.487], [0.973, -1.330, 0.672], [2.145, -1.984, 0.623], [3.440, -1.391, 0.348], [3.478, -0.294, -0.377], [2.109, 0.749, -0.808], [1.014, 0.207, 0.526], [0.155, 2.859, 0.431], [-1.698, 2.436, 0.285], [-0.412, 2.274, -1.145], [-3.683, -0.808, -1.959], [-3.306, 0.962, -1.806], [2.214, -3.015, 0.612], [4.246, -2.044, 0.780], [4.366, 0.150, -0.879], [1.284, 0.555, 1.553]]}



{"formula": "C8H9NO3S", "method": "ωB97M-V/def2-TZVPD", "mol_weight_g_mol": 199.23, "e_above_lowest_kj_mol": 500.5, "energy_ha": -988.7079, "lumo_ha": [-0.043, -0.026], "elements": ["C", "C", "C", "C", "C", "C", "C", "C", "N", "O", "O", "O", "S", "H", "H", "H", "H", "H", "H", "H", "H", "H"], "positions_angstrom": [[3.750, -1.387, 0.458], [4.031, 0.002, 0.434], [2.444, -1.838, 0.362], [3.004, 0.967, 0.390], [1.454, -0.858, 0.438], [1.692, 0.485, 0.398], [-4.516, 0.340, -1.631], [0.582, 1.459, 0.258], [-0.637, 1.235, 0.181], [-1.374, 0.290, 0.182], [-4.778, 0.910, 0.957], [-4.226, -1.555, 0.388], [-4.087, -0.118, 0.195], [4.510, -2.000, 0.638], [5.107, 0.129, 0.526], [2.310, -2.849, 0.390], [3.084, 2.094, 0.432], [0.476, -1.091, 0.532], [-3.863, 1.106, -1.814], [-4.207, -0.545, -2.226], [-5.492, 0.648, -1.634], [0.734, 2.575, 0.147]]}



{"formula": "C8H9NO3S", "method": "ωB97M-V/def2-TZVPD", "mol_weight_g_mol": 199.23, "e_above_lowest_kj_mol": 435.3, "energy_ha": -988.7327, "lumo_ha": [-0.050, -0.050], "elements": ["C", "S", "O", "O", "C", "N", "O", "C", "C", "C", "C", "C", "C", "H", "H", "H", "H", "H", "H", "H", "H", "H"], "positions_angstrom": [[3.277, -0.631, 1.266], [1.505, -0.139, 1.265], [0.752, -1.112, 1.978], [1.379, 1.201, 1.712], [0.859, -0.302, -0.746], [1.753, 0.620, -1.271], [2.951, 0.294, -1.318], [-0.587, -0.048, -0.806], [-1.565, -1.061, -0.836], [-2.919, -0.714, -0.652], [-3.348, 0.537, -0.209], [-2.367, 1.559, -0.178], [-1.066, 1.228, -0.547], [3.543, -0.341, 0.165], [3.582, 0.036, 2.076], [3.435, -1.657, 1.485], [1.056, -1.361, -0.752], [-1.352, -2.155, -1.170], [-3.653, -1.501, -0.894], [-4.381, 0.841, -0.204], [-2.610, 2.587, 0.076], [-0.245, 2.119, -0.441]]}